The following is a quantum chemistry calculation of an isolated ion of composition C6H8N and charge +1, from the OMol25 dataset.

Structure (XYZ):
```
15
Properties=species:S:1:pos:R:3:forces:R:3
C -1.05884 0.66356 1.45219 0.0 -0.1 -2.3
C -0.36272 0.35252 0.46137 0.6 -0.5 1.3
C -2.04690 1.09520 2.22336 0.5 -0.1 3.4
C 0.30347 0.30831 -1.90880 0.9 -1.8 -0.3
C -0.37754 -0.91665 -1.44150 0.5 0.2 -1.7
C 0.45570 -0.29827 -0.50497 -0.6 1.8 0.5
N 1.76313 -0.82314 -0.01627 -1.6 0.2 4.7
H -2.00105 0.71619 3.30426 -0.6 0.4 -1.7
H -2.58253 2.02228 2.06573 -0.1 -0.2 -0.3
H 1.22374 0.12047 -2.50087 -0.7 0.2 0.1
H -0.20168 1.22644 -2.12428 -0.2 0.5 0.2
H -1.20374 -1.55305 -1.59036 -0.7 -0.4 0.1
H 1.57076 -1.69539 0.56933 0.1 1.4 -0.6
H 2.11378 -0.06811 0.67565 0.0 -1.5 -1.5
H 2.40440 -1.15035 -0.66483 1.8 -0.1 -2.1
```
Positions in Å, forces in eV/Å.

Output
* charge: +1
* 2S+1: 1
* LUMO energy (spin up / spin down): -4.52 / -4.73 eV
* ΔE to the lowest compared entry with this formula, charge and spin: 712.87 kJ/mol
* HOMO (spin up / spin down): -12.919 / -12.084 eV



The following is a quantum chemistry calculation of C52H58N5O3Zn as an isolated structure, from the OMol25 dataset.

Structure (XYZ):
```
119
Properties=species:S:1:pos:R:3:forces:R:3
Zn -0.28279 -0.39327 0.79874 0.0 -0.1 0.3
C 4.19591 -0.30035 0.56516 0.0 0.0 0.0
C 2.83328 -0.59053 0.37729 0.1 0.1 -0.1
N 1.88601 0.10216 0.95213 -0.1 0.1 0.0
C 2.19602 1.12149 1.78751 -0.1 -0.1 0.0
C 3.53145 1.49778 2.02220 0.1 0.0 0.1
C 4.53470 0.74681 1.37268 0.0 0.0 0.0
C 3.82039 2.54621 2.93338 0.0 -0.1 -0.1
C 2.78576 3.10800 3.62274 -0.1 0.0 0.0
C 1.44536 2.71894 3.43296 0.1 0.1 0.0
C 1.08956 1.74546 2.50140 0.1 -0.1 0.0
N -0.12108 1.20892 2.24343 0.0 0.0 0.0
C -1.29738 1.59865 2.80634 0.0 0.0 0.0
C -1.64426 2.83765 3.32298 -0.1 0.0 0.1
C -2.91420 3.07292 3.89140 0.1 0.0 0.0
C -3.86103 2.09612 3.98098 0.0 -0.1 0.0
C -3.57665 0.81907 3.43129 -0.1 0.1 0.0
C -4.48822 -0.25981 3.46553 0.0 0.1 0.0
C -4.14651 -1.46174 2.92153 0.0 -0.1 0.0
C -2.89418 -1.58309 2.28844 -0.1 0.1 0.0
N -2.04231 -0.59733 2.22337 0.0 0.1 0.1
C -2.33546 0.58711 2.81559 0.2 0.0 -0.1
H 4.94723 -0.91359 0.08669 0.0 0.0 0.0
H 2.50852 -1.40723 -0.25302 0.0 0.0 0.0
H 5.57425 1.00160 1.54631 0.0 0.0 0.0
H 4.84519 2.85815 3.08880 0.0 0.0 0.0
H 2.99540 3.87477 4.35964 0.0 0.0 0.0
H 0.69139 3.15808 4.06437 0.0 0.0 0.0
H -0.95294 3.66160 3.24305 0.0 0.0 0.0
H -3.13252 4.06355 4.27375 0.0 0.0 0.0
H -4.82003 2.27776 4.44825 0.0 0.0 0.0
H -5.45626 -0.11560 3.93228 0.0 0.0 0.0
H -4.82116 -2.30637 2.94629 0.0 0.0 0.0
H -2.58474 -2.50549 1.81788 0.0 0.0 0.0
O 1.28565 0.63963 -1.93390 0.2 -0.2 -0.3
C 1.31015 1.76102 -2.37704 -0.2 0.2 0.3
C 0.83039 2.96041 -1.59504 0.0 0.0 -0.1
C 2.06213 3.86096 -1.35331 0.0 0.0 0.0
C 3.39066 3.08695 -1.21350 0.0 0.0 0.0
C 4.12003 2.79190 -2.53585 0.0 0.0 0.0
C 3.42644 1.77182 -3.44510 0.0 0.0 0.0
N 1.99190 2.06044 -3.56542 0.0 0.0 -0.2
H 0.40915 2.58571 -0.66560 0.0 0.0 0.0
H 0.03831 3.49191 -2.13019 0.0 0.0 0.0
H 1.88917 4.43534 -0.44192 0.0 0.0 0.0
H 2.16342 4.59144 -2.16356 0.0 0.0 0.0
H 3.21259 2.14983 -0.67609 0.0 0.1 0.0
H 4.06611 3.66957 -0.58324 0.0 0.0 0.0
H 5.12756 2.42932 -2.31169 0.0 0.0 0.0
H 4.23892 3.73448 -3.08364 0.0 0.0 0.0
H 3.50987 0.76608 -3.03348 0.0 0.0 0.0
H 3.88046 1.76751 -4.43739 0.0 0.0 0.0
H 1.84403 3.02624 -3.83462 0.0 0.0 0.1
C -2.93431 5.67169 -4.32844 0.0 0.0 0.0
C -2.77667 4.44109 -3.47400 0.0 0.0 0.0
C -2.44528 3.21627 -4.03783 0.0 0.0 0.0
C -2.29201 2.07276 -3.25812 0.0 0.0 0.0
C -1.95477 0.75245 -3.89229 -0.1 0.0 0.0
C -2.46407 2.16569 -1.87886 -0.2 0.0 -0.1
C -2.78691 3.38684 -1.28784 0.0 0.0 0.1
C -2.93784 3.47609 0.20779 0.1 0.0 -0.1
C -2.94664 4.50602 -2.09535 0.0 0.0 0.0
C -2.31035 0.92926 -1.01584 0.0 0.1 -0.2
O -3.21850 0.10549 -0.96936 -0.1 -0.1 0.0
O -1.18394 0.89530 -0.42400 0.2 -0.3 0.1
H -3.00543 5.41020 -5.38407 0.0 0.0 0.0
H -2.08446 6.34817 -4.21019 0.0 0.0 0.0
H -3.83223 6.22891 -4.05596 0.0 0.0 0.0
H -2.31267 3.14127 -5.11246 0.0 0.0 0.0
H -1.85023 0.84851 -4.97336 0.0 0.0 0.0
H -2.73944 0.02604 -3.67661 0.0 0.0 0.0
H -1.02388 0.34614 -3.49015 0.0 0.1 0.0
H -3.73040 2.81603 0.56689 0.0 0.0 0.0
H -3.16562 4.49432 0.52466 0.0 0.0 0.0
H -2.02083 3.15175 0.70335 0.0 0.0 -0.1
H -3.20680 5.45356 -1.63349 0.0 0.0 0.0
C 2.71873 -5.87976 3.15916 0.0 0.0 0.0
C 2.09532 -4.50711 3.08220 0.0 0.0 -0.1
C 2.20259 -3.63276 4.14942 0.0 0.1 0.0
C 1.58369 -2.38535 4.04672 0.0 0.0 0.0
C 1.68541 -1.37023 5.15733 0.0 0.0 0.0
C 0.88674 -2.05660 2.90685 -0.1 0.0 0.0
C 0.76611 -2.89896 1.76318 0.0 0.0 0.0
C 1.40734 -4.15405 1.92407 0.1 -0.1 0.0
N 0.08786 -2.40495 0.68258 0.0 0.1 0.2
C -0.27708 -3.12852 -0.54438 0.0 0.0 -0.1
C -0.08860 -4.65611 -0.58593 -0.1 0.0 -0.1
C -0.58085 -5.24461 -1.91781 0.0 0.0 0.0
C -2.05942 -4.93397 -2.14571 0.0 0.0 0.0
C -2.24657 -3.41779 -2.14259 0.0 0.0 0.0
C -1.42413 -2.79878 -3.27496 0.0 0.0 0.1
C 0.05633 -3.12913 -3.06909 0.0 0.0 0.0
C 0.24324 -4.64759 -3.06232 0.0 0.0 0.0
C 0.51866 -2.54843 -1.72783 -0.1 0.1 0.0
C -1.77071 -2.86036 -0.80200 0.0 0.0 -0.1
H 3.36261 -5.97048 4.03449 0.0 0.0 0.0
H 3.31965 -6.09228 2.27248 0.0 0.0 0.0
H 1.95262 -6.65624 3.22617 0.0 0.0 0.0
H 2.74692 -3.91152 5.04509 0.0 0.0 0.0
H 1.86935 -1.85250 6.11917 0.0 0.0 0.0
H 0.77224 -0.77862 5.23468 0.0 0.0 0.0
H 2.50543 -0.67092 4.97130 0.0 0.0 0.0
H 0.40347 -1.08971 2.90951 -0.1 0.0 -0.1
H 1.39747 -4.89515 1.14593 0.0 0.1 0.1
H -0.61527 -5.12487 0.25023 0.0 0.0 0.0
H 0.96942 -4.90476 -0.50904 0.0 0.0 -0.1
H -0.43281 -6.32982 -1.88629 0.0 0.0 0.0
H -2.66687 -5.39197 -1.35833 0.0 0.0 0.0
H -2.38563 -5.35673 -3.10304 0.0 0.0 0.0
H -3.30347 -3.16757 -2.27546 0.0 0.0 0.0
H -1.55998 -1.71725 -3.27490 0.0 -0.1 0.0
H -1.76744 -3.18104 -4.24317 0.0 0.0 0.0
H 0.64872 -2.68282 -3.87432 0.0 0.0 0.0
H 1.30201 -4.89185 -2.92377 0.0 0.0 0.0
H -0.07238 -5.07705 -4.01972 0.0 0.0 0.0
H 0.40267 -1.45916 -1.73851 0.0 -0.1 0.0
H 1.58208 -2.76432 -1.57377 0.0 0.0 0.0
H -2.34779 -3.32514 0.00200 0.0 0.0 0.0
H -1.97000 -1.78594 -0.76487 0.0 0.0 0.0
```
Positions in Å, forces in eV/Å.

Output
* charge: -1
* 2S+1: 1
* LUMO energy: 2.48 eV
* ΔE to the lowest compared entry with this formula, charge and spin: 0.00 kJ/mol
* HOMO: -3.755 eV



The following is a quantum chemistry calculation of the molecule C3H7N3O, from the OMol25 dataset.

Structure (XYZ):
```
14
Properties=species:S:1:pos:R:3:forces:R:3
C -0.85471 1.23173 -2.17358 0.0 0.1 -0.2
N -0.59325 0.85589 -0.79959 -0.1 -0.1 0.1
C 0.30521 -0.13736 -0.53992 0.0 -0.1 -0.4
O 1.03191 -0.64106 -1.36421 -0.4 0.2 0.3
N 0.36950 -0.47599 0.83782 0.2 -0.4 -0.1
C 0.89986 -1.64597 1.22419 -0.7 0.0 0.0
N 1.26139 -1.47696 2.59284 0.2 -0.4 -0.5
H 0.07350 1.11952 -2.73566 -0.2 0.0 0.1
H -1.18089 2.27378 -2.21177 0.0 -0.1 0.0
H -1.61761 0.59294 -2.63603 0.1 0.1 0.1
H -1.31365 1.03510 -0.11750 0.1 0.0 -0.1
H -0.03536 0.16129 1.52743 0.5 0.0 0.0
H 2.19934 -1.19454 2.26480 0.3 0.6 1.0
H 1.46646 -2.39414 2.98788 -0.1 0.0 -0.2
```
Positions in Å, forces in eV/Å.

Output
* 2S+1: 1
* LUMO energy: 0.79 eV
* ΔE to the lowest compared entry with this formula, charge and spin: 239.71 kJ/mol
* HOMO: -8.327 eV